1.
Formula: C36H10Cl5F15GeN3O2RhS
Source: OMol25
Level of theory: ωB97M-V/def2-TZVPD

Summary:
Highest occupied orbital energy ... -8.442 eV
2S+1 ... 1
Energy relative to the best compared isomer or geometry (same formula, charge and spin) ... 55.7 kJ/mol
Kohn-Sham gap ... 7.9 eV
E ... -219793.6626 eV
Lowest unoccupied orbital energy ... -0.59 eV

Each line ends with the Mulliken charge.
Positions of all 74 atoms, in Å:
F -4.10 1.08 4.85  -0.29
C 2.45 -2.36 2.22  0.38
C 2.64 -6.06 -0.59  0.11
C 3.28 0.94 -1.04  0.45
C -3.17 1.31 2.69  0.21
C -3.52 3.00 -3.35  0.00
F -4.21 4.09 -3.69  -0.30
C -4.21 0.30 0.84  0.45
Ge -1.65 1.62 0.21  1.57
C -5.19 0.08 3.02  0.69
C 0.30 -3.15 1.90  -0.40
F 1.95 5.41 -0.03  -0.30
C 3.12 -4.76 -0.61  0.58
C -1.78 4.40 1.32  0.45
C -3.19 1.09 1.32  -0.31
H 4.80 2.36 -1.49  0.54
H -0.64 -3.01 1.39  0.61
N 2.12 0.37 -1.41  0.57
F -6.20 -0.95 1.15  -0.29
Cl 0.69 -7.93 -0.80  -0.20
C -1.26 5.66 1.62  0.09
Cl -1.25 -5.55 -1.37  -0.18
C -3.32 1.99 -4.28  0.74
Rh 1.46 -1.07 -0.09  0.16
C 2.04 1.76 -3.34  -0.89
H 3.70 -3.35 3.61  0.56
F -4.26 -0.02 -0.46  -0.29
H 4.05 1.34 0.92  0.44
C 2.73 -3.34 3.14  -0.53
C 1.74 -4.27 3.43  -0.44
C 0.19 3.85 0.16  0.03
F -2.14 1.98 3.23  -0.36
F -1.54 -0.40 -2.27  0.09
O 2.74 -2.45 -0.89  -0.67
H -0.30 -4.85 3.04  0.45
F -1.98 6.54 2.31  -0.30
C 0.42 -5.27 -1.11  -0.20
H 1.93 -5.07 4.13  0.45
N 1.27 -2.29 1.58  0.61
C 0.74 5.09 0.43  -0.38
H 3.69 3.12 -3.59  0.43
F -3.03 4.15 1.71  -0.40
C 3.24 2.34 -2.98  -0.50
H 0.59 0.27 -2.77  0.71
S -0.07 0.34 1.02  -0.65
C 2.27 -3.67 -0.89  -0.48
F -2.44 -0.14 -4.78  -0.31
F -3.31 3.83 -1.20  -0.33
C -3.03 2.85 -2.07  0.48
C 3.89 0.48 0.26  -0.83
C -2.63 0.85 -3.91  -0.14
C -5.22 -0.20 1.66  -0.01
F -3.78 2.12 -5.52  -0.30
C 0.92 -3.97 -1.13  0.33
H 1.51 2.05 -4.24  0.50
C -2.30 1.74 -1.66  0.23
C 3.47 -1.28 1.87  -0.15
C 1.51 0.78 -2.53  -0.79
F 0.51 7.19 1.44  -0.30
C 3.86 1.93 -1.82  -0.93
C -2.15 0.75 -2.61  -0.66
Cl 4.76 -4.42 -0.26  -0.15
C -4.15 0.84 3.54  -0.02
C -1.06 3.46 0.61  -0.13
O 4.53 -1.18 2.46  -0.77
Cl -0.17 -2.63 -1.39  0.26
F 0.91 2.99 -0.60  0.32
H 4.88 0.04 0.07  0.41
F -6.14 -0.39 3.81  -0.30
C 1.29 -6.33 -0.84  0.42
C 0.50 -4.16 2.82  -0.80
Cl 3.70 -7.36 -0.23  -0.18
C 0.01 6.00 1.17  0.65
N 3.03 -0.50 0.88  0.47

***

2.
Formula: C36H20MnN9O2
Source: OMol25
Level of theory: ωB97M-V/def2-TZVPD

Summary:
Highest occupied orbital energy (spin up / spin down) ... -9.533 / -12.106 eV
2S+1 ... 4
Kohn-Sham gap (spin up / spin down) ... 5.0 / 6.8 eV
E ... -86481.6300 eV
Total charge ... +1
Lowest unoccupied orbital energy (spin up / spin down) ... -4.58 / -5.28 eV

Each line ends with the Mulliken spin population.
Positions of all 68 atoms, in Å:
H 5.75 -0.57 0.41  0.00
O 2.45 0.59 -1.74  0.02
C 1.39 0.46 -2.31  0.00
H -6.78 2.82 -1.13  0.00
H -5.72 0.61 -0.66  0.00
H -4.91 -3.23 0.73  0.00
C -0.34 0.44 -3.98  -0.01
C 2.23 1.59 1.27  0.09
C 1.72 -2.39 0.23  0.10
C -5.74 2.77 -0.82  0.01
Mn -0.02 -0.02 0.22  2.16
C -1.77 2.31 0.36  0.10
C -2.92 0.44 0.14  0.08
H 3.21 -4.78 -0.55  0.00
H 1.69 -0.34 -4.24  0.00
C 5.15 -3.83 -0.46  0.01
N 1.58 -1.06 0.54  -0.07
C 0.37 2.77 1.07  0.12
N 0.75 -3.28 0.20  -0.06
C -3.83 1.53 -0.18  0.03
H -0.68 -0.34 -4.65  0.00
C -3.99 -3.80 0.74  0.03
C -1.58 -3.91 0.54  0.03
C -0.51 -2.94 0.32  0.12
H 2.31 6.44 3.30  0.00
C -2.76 -3.19 0.55  0.04
C -2.40 -1.79 0.32  0.08
H 1.64 1.41 -4.21  0.00
H -3.11 4.86 -0.20  0.00
C 3.52 4.68 3.04  0.01
N -3.29 -0.83 0.21  -0.05
H -5.49 4.90 -0.91  0.00
C 2.84 -0.53 0.65  0.09
H 4.37 5.12 3.55  0.00
C -5.16 1.54 -0.56  0.03
C 2.35 5.43 2.90  0.01
O -2.03 -0.03 -2.31  0.02
C -1.56 -5.27 0.75  0.03
C 3.83 -1.54 0.30  0.03
N -1.68 0.94 0.42  -0.06
H -0.78 1.38 -4.33  0.00
H 0.32 5.49 2.13  0.00
C 3.61 3.39 2.54  0.03
H -0.63 -5.83 0.75  0.00
C 5.21 -1.49 0.20  0.03
C 1.23 4.91 2.25  0.03
N 0.18 0.21 -1.68  -0.08
C -0.87 0.16 -2.59  0.00
C -5.01 3.96 -0.70  0.01
H -2.82 -6.97 1.13  0.00
H -4.91 -5.70 1.11  0.00
C -2.79 -5.90 0.96  0.01
N -0.84 3.17 0.73  -0.06
C 3.77 -3.87 -0.35  0.03
C 1.34 3.63 1.75  0.04
C 5.86 -2.65 -0.19  0.01
C 2.50 2.88 1.89  0.04
N 3.15 0.66 1.13  -0.06
C 1.18 0.52 -3.81  -0.01
C 3.13 -2.71 0.03  0.04
H 5.69 -4.72 -0.76  0.00
H 4.51 2.80 2.64  0.00
N -1.04 -1.68 0.21  -0.09
H 6.94 -2.65 -0.29  0.00
C -3.68 3.94 -0.30  0.03
N 0.94 1.55 0.81  -0.10
C -3.11 2.71 -0.05  0.04
C -3.98 -5.18 0.95  0.01

***

3.
Formula: C36H23Cl2N5O3
Source: OMol25
Level of theory: ωB97M-V/def2-TZVPD

Summary:
Highest occupied orbital energy ... -6.507 eV
2S+1 ... 1
Kohn-Sham gap ... 3.9 eV
E ... -76338.2647 eV
Lowest unoccupied orbital energy ... -2.58 eV
SMILES ... CO/C(=C1/N(c2ccccc2)N=C(c2ccccc2)N1c1ccccc1)c1ccccc1.N#CC1=C(C#N)C(=O)C(Cl)=C(Cl)C1=O

Each line ends with the natural charge from an NBO analysis.
Positions of all 69 atoms, in Å:
H -5.28 1.49 -4.32  0.22
C 4.21 -1.47 1.49  -0.20
N 0.03 2.57 3.84  -0.26
C -2.07 -2.27 3.36  -0.12
C 1.95 -0.70 1.12  -0.04
C -0.09 -0.88 3.94  -0.20
C 0.76 -4.32 0.07  -0.19
C 0.97 0.30 0.65  0.12
C 1.12 -0.73 4.67  0.27
N -1.63 -0.65 -1.66  -0.25
H 1.77 3.36 1.48  0.21
H -0.45 5.64 -1.92  0.22
H 4.41 -3.16 2.85  0.22
C -1.42 0.61 -1.98  0.36
H -1.53 3.48 -1.21  0.23
Cl -2.94 -3.71 3.60  0.10
C -2.12 2.48 -5.19  -0.20
C 3.33 -0.58 0.90  -0.24
C 2.36 -2.66 2.49  -0.22
H -4.00 0.50 -2.40  0.23
H -0.40 -5.96 0.85  0.22
C 1.63 2.35 -1.79  -0.23
C -4.20 1.62 -4.26  -0.21
C 3.73 -2.49 2.32  -0.21
O 0.98 1.55 1.11  -0.54
C 0.13 4.72 -1.89  -0.21
C 1.47 -1.81 1.82  -0.22
H 1.62 -2.51 -0.78  0.23
C -1.70 -3.02 -0.21  -0.23
C -0.51 -2.35 -0.48  0.19
N -0.40 1.15 -1.20  -0.40
Cl -4.05 -1.38 1.78  0.09
C -0.48 3.53 -1.49  -0.15
C 2.23 3.54 -2.22  -0.20
H -1.59 3.02 -5.97  0.22
C -1.65 -4.30 0.32  -0.21
H 3.28 3.53 -2.53  0.22
N 2.12 -0.61 5.28  -0.25
C -2.11 1.28 -3.07  -0.03
O -1.88 0.60 1.21  -0.50
C 0.12 0.10 -0.45  0.41
C -3.50 1.09 -3.17  -0.19
C 0.72 -3.02 -0.43  -0.23
C -1.42 1.97 -4.10  -0.21
H -4.07 2.71 -6.13  0.22
N -0.59 -0.99 -0.82  -0.25
C -2.52 -1.27 2.55  -0.11
H -0.34 2.10 -4.04  0.23
H 2.39 2.06 2.56  0.20
C -0.58 0.15 3.17  -0.08
C -0.43 -4.95 0.45  -0.21
C -0.70 -2.23 3.91  0.49
C 0.27 2.36 -1.47  0.13
H -2.59 -4.77 0.61  0.22
H 2.20 1.42 -1.73  0.23
O -0.07 -3.25 4.18  -0.49
H 2.97 2.18 0.85  0.17
H 0.38 -1.98 1.79  0.21
C -3.51 2.31 -5.27  -0.20
C 1.48 4.72 -2.28  -0.22
H 1.95 5.65 -2.60  0.22
H -2.63 -2.47 -0.38  0.24
C 2.13 2.33 1.53  -0.25
H 3.68 0.24 0.26  0.21
C -0.22 1.48 3.50  0.27
H 1.97 -3.44 3.13  0.24
H 5.29 -1.35 1.34  0.22
C -1.71 -0.08 2.25  0.47
H 1.71 -4.83 0.20  0.23

***

4.
Formula: C36H23F4MgN6S2Te
Source: OMol25
Level of theory: ωB97M-V/def2-TZVPD

Summary:
Highest occupied orbital energy ... -9.278 eV
2S+1 ... 1
Energy relative to the best compared isomer or geometry (same formula, charge and spin) ... 39.9 kJ/mol
Kohn-Sham gap ... 3.3 eV
E ... -91916.5988 eV
Total charge ... +1
Lowest unoccupied orbital energy ... -5.99 eV

Each line ends with the Mulliken charge.
Positions of all 73 atoms, in Å:
H -2.05 -4.53 -1.45  0.69
C 2.53 7.61 0.42  -0.17
H -3.54 -4.69 -0.54  0.54
C -3.09 -2.91 1.33  -0.55
C 0.15 4.49 -1.23  -0.10
C 0.89 5.47 -0.71  0.34
H -4.67 2.21 4.65  0.39
N 5.46 5.97 1.06  -0.41
C 1.95 2.90 -0.79  0.22
C 6.93 -2.60 -1.65  -0.45
S 0.23 -3.54 -0.80  -0.30
C -0.14 2.12 -1.84  1.24
C -2.36 -3.09 2.62  -0.91
N -2.19 -3.32 0.24  0.11
C -4.79 -2.55 -1.59  -0.20
C -3.89 1.47 4.49  -0.46
Mg 1.99 -1.55 -0.93  0.12
F 2.43 1.66 -0.80  -0.08
C -0.91 -2.99 0.29  0.41
C -4.65 -1.00 -3.42  -0.45
H -3.97 -3.55 1.30  0.51
C -2.82 -3.98 -0.93  -1.98
C -0.87 -1.51 3.84  -1.71
C 2.70 3.87 -0.27  0.18
F -1.05 4.78 -1.70  -0.29
N -2.60 2.33 -2.61  -0.42
C 0.36 0.77 -1.98  0.14
C -3.80 0.38 5.33  -0.62
H 4.68 -0.14 -2.21  0.11
C 7.93 -2.17 -2.52  -0.55
C 4.36 6.07 0.74  -0.16
N 2.23 8.71 0.56  -0.41
C 0.62 3.12 -1.32  0.48
C -2.98 1.63 3.46  -0.72
H 7.09 -3.49 -1.05  0.34
C -0.48 -2.10 1.47  0.62
H -3.41 -1.88 1.20  0.33
N 0.69 -0.32 -2.07  -0.43
C 5.58 -0.73 -2.30  -0.03
C -2.81 -0.58 5.13  -0.25
H 0.14 -1.11 3.76  0.58
H -0.89 -2.24 4.64  0.42
C 7.76 -1.03 -3.29  -0.43
C -1.98 0.68 3.26  -0.14
C -1.90 -0.44 4.09  0.78
C 2.24 5.25 -0.20  0.06
C -5.37 -1.57 -2.38  -0.72
C 3.00 6.25 0.29  1.31
C -1.50 2.28 -2.28  -0.45
H -1.26 0.80 2.45  0.37
C -2.76 -2.39 -2.87  -0.21
H -2.74 -1.43 5.79  0.40
N -1.16 -2.25 2.59  0.16
F 0.39 6.69 -0.68  -0.27
H -2.98 -2.76 3.45  0.45
H -3.04 2.49 2.81  0.43
H -6.39 -1.26 -2.20  0.40
H -2.08 -4.13 2.78  0.31
H -5.10 -0.23 -4.04  0.42
H -1.75 -2.72 -3.07  0.43
C 5.75 -1.88 -1.54  0.20
H -4.50 0.26 6.15  0.39
H -2.79 -0.99 -4.50  0.43
Te 4.28 -2.60 -0.20  0.06
C 6.58 -0.31 -3.17  -0.57
F 3.88 3.57 0.21  -0.27
S 0.80 -1.03 1.32  -0.25
H 6.44 0.59 -3.76  0.35
C -3.48 -2.96 -1.82  0.88
H 8.53 -0.71 -3.97  0.38
H 8.85 -2.74 -2.59  0.36
C -3.34 -1.41 -3.67  -0.73
H -5.37 -3.01 -0.80  0.38

***

Question: What is the E in the first record?
Answer: -219793.6626 eV

***

Question: What is the formula in the first record?
Answer: C36H10Cl5F15GeN3O2RhS